Arrangement a

This record from OMol25 describes a 6-piece molecular cluster, C6H23NO6 overall. The level of theory is wB97M-V/def2-TZVPD.

Its SMILES is CCCC[C@H](N)C=O.O.O.O.O.O. The HOMO energy is -0.357 Eh. Its charge is 0. Its frontier orbital gap is 10.29 eV.

CARTESIAN COORDINATES (ANGSTROEM)
C -1.668 1.691 -1.060
C -0.236 1.731 -1.673
C 0.617 0.448 -1.413
C 0.990 0.163 0.025
C 1.424 1.235 1.011
N 2.847 1.403 1.281
C 0.833 0.863 2.317
O -0.329 0.931 2.685
H -2.323 2.355 -1.681
H -1.870 2.129 0.000
H -2.053 0.673 -0.962
H -0.258 2.080 -2.760
H 0.267 2.671 -1.204
H 1.436 0.636 -2.237
H 0.109 -0.468 -1.700
H 1.849 -0.673 -0.126
H 0.012 -0.332 0.540
H 0.976 2.202 0.773
H 2.966 2.273 1.849
H 3.460 1.361 0.494
H 1.551 0.715 3.152
O -3.045 -1.198 -0.601
H -3.657 -1.744 0.026
H -3.002 -0.367 -0.157
O -2.670 0.431 1.551
H -1.795 0.790 1.599
H -3.078 0.511 2.476
O 1.492 -2.951 -0.700
H 1.495 -3.845 -1.166
H 0.641 -2.603 -0.943
O -0.985 -2.346 -1.957
H -1.596 -1.747 -1.453
H -1.577 -3.053 -2.117
O 2.299 -2.127 1.738
H 3.017 -1.609 1.539
H 1.862 -2.229 0.853

***

Arrangement b

This record from OMol25 describes a 5-piece molecular cluster, C6H23NO6 overall. The level of theory is wB97M-V/def2-TZVPD.

Its SMILES is COCCNCCOC.O.O.O.O. The HOMO energy is -0.326 Eh. Its charge is 0. Its frontier orbital gap is 9.29 eV.

CARTESIAN COORDINATES (ANGSTROEM)
C 10.533 7.812 6.829
O 10.039 6.672 6.161
C 9.288 5.784 7.025
C 8.618 4.760 6.223
N 7.527 5.312 5.353
C 6.274 5.684 6.132
C 5.847 7.019 5.441
O 6.842 8.002 5.916
C 6.926 9.158 5.111
H 11.299 7.581 7.586
H 9.611 8.295 7.287
H 11.000 8.445 6.076
H 8.609 6.350 7.654
H 9.999 5.302 7.646
H 8.154 4.115 6.964
H 9.336 4.103 5.772
H 7.903 6.178 4.910
H 6.498 5.647 7.198
H 5.616 4.805 5.946
H 4.876 7.428 5.668
H 5.968 6.832 4.401
H 6.013 9.816 5.134
H 7.388 8.964 4.139
H 7.650 9.755 5.656
O 15.054 3.589 8.055
H 14.466 4.308 7.917
H 15.087 3.539 9.050
O 12.979 5.591 7.663
H 12.564 5.004 7.028
H 13.424 6.258 7.098
O 14.117 7.638 5.939
H 15.044 7.433 5.785
H 13.686 7.233 5.158
O 12.119 5.755 4.466
H 11.161 5.755 4.541
H 12.263 5.196 3.714

***

Energetically preferred structure: arrangement b | next structure: +15.6 kJ/mol

***

Arrangement a

This record from OMol25 describes a 2-piece molecular cluster, C5H14 overall. The level of theory is wB97M-V/def2-TZVPD.

The HOMO energy (alpha / beta) is 0.058 / -0.289 Eh. Its charge is -1. The multiplicity is 2. Its frontier orbital gap (alpha / beta) is 2.64 / 12.27 eV. Its expectation value of S² is 0.750.

CARTESIAN COORDINATES (ANGSTROEM)
C 0.973 0.094 1.867
C 0.483 1.437 2.365
H 0.370 -0.503 1.198
H 1.961 0.182 1.408
H 1.174 -0.492 2.776
H 1.170 1.801 3.143
H -0.490 1.589 2.831
H 0.549 2.219 1.596
C -0.495 -1.141 -1.935
C 0.440 0.076 -2.036
C -1.554 -0.857 -0.853
H -0.986 -1.346 -2.883
H 0.063 -2.022 -1.611
H 0.879 0.382 -1.089
H -1.354 -1.213 0.152
H -1.721 0.222 -0.766
H -2.566 -1.229 -1.067
H 1.285 -0.099 -2.704
H -0.180 0.902 -2.392

***

Arrangement b

This record from OMol25 describes a 2-piece molecular cluster, C5H14 overall. The level of theory is wB97M-V/def2-TZVPD.

The HOMO energy (alpha / beta) is 0.054 / -0.266 Eh. Its charge is -1. The multiplicity is 2. Its frontier orbital gap (alpha / beta) is 2.76 / 11.41 eV. Its expectation value of S² is 0.750.

CARTESIAN COORDINATES (ANGSTROEM)
C 0.682 -1.212 0.646
C 0.224 -0.865 2.029
C 0.047 -2.396 -0.113
H 1.735 -1.556 0.818
H 0.568 -0.298 0.025
H -0.768 -0.421 2.047
H 0.212 -1.709 2.726
H 0.540 -3.343 0.128
H -0.084 -2.180 -1.198
H 0.827 -0.108 2.539
H -1.046 -2.356 0.086
C 0.277 1.922 -0.872
C -1.125 2.212 -1.545
H 0.064 1.804 0.204
H 0.630 0.921 -1.137
H 1.066 2.663 -0.976
H -0.716 2.691 -2.453
H -1.471 1.246 -1.951
H -1.660 2.984 -1.003

***

Energetically preferred structure: arrangement a | next structure: +71.7 kJ/mol

***

Arrangement a

This record from OMol25 describes a 2-piece molecular cluster, C8H16N2 overall. The level of theory is wB97M-V/def2-TZVPD.

Its SMILES is Cc1c[nH]cn1.CC(C)C. The HOMO energy is -0.321 Eh. Its charge is 0. Its frontier orbital gap is 9.63 eV.

CARTESIAN COORDINATES (ANGSTROEM)
C -0.834 0.062 2.835
C -1.083 0.761 1.521
C -0.643 2.003 1.143
N -1.088 2.217 -0.143
C -1.832 1.100 -0.484
N -1.831 0.239 0.497
H -1.512 0.321 3.636
H 0.182 0.374 3.144
H -0.611 -1.003 2.663
H -0.062 2.770 1.612
H -0.696 2.842 -0.826
H -2.375 0.910 -1.391
C 1.302 -0.210 -2.047
C 1.687 -1.202 -0.943
C 0.465 -1.744 -0.143
C 2.562 -2.312 -1.568
H 0.800 0.667 -1.640
H 0.544 -0.786 -2.620
H 2.201 0.069 -2.593
H 2.451 -0.779 -0.235
H 0.069 -2.495 -0.833
H 0.871 -2.184 0.757
H -0.176 -0.849 -0.042
H 1.941 -3.217 -1.713
H 2.998 -2.044 -2.536
H 3.477 -2.567 -1.054

***

Arrangement b

This record from OMol25 describes a 2-piece molecular cluster, C8H16N2 overall. The level of theory is wB97M-V/def2-TZVPD.

Its SMILES is CCc1c[nH]cn1.CCC. The HOMO energy is -0.323 Eh. Its charge is 0. Its frontier orbital gap is 9.68 eV.

CARTESIAN COORDINATES (ANGSTROEM)
C -0.413 -1.766 -1.505
C 0.909 -1.706 -0.752
C 0.834 -0.956 0.536
C 1.609 0.066 0.952
N 1.337 0.228 2.307
C 0.288 -0.618 2.563
N 0.012 -1.378 1.560
H -1.234 -1.871 -0.792
H -0.478 -2.507 -2.298
H -0.795 -0.861 -1.967
H 1.171 -2.740 -0.545
H 1.670 -1.283 -1.408
H 2.507 0.529 0.575
H 1.356 1.090 2.818
H -0.144 -0.552 3.549
C -1.338 1.611 -2.716
C -0.628 1.785 -1.358
C -1.666 1.838 -0.258
H -0.860 2.040 -3.594
H -2.339 2.048 -2.802
H -1.535 0.566 -2.959
H -0.065 0.877 -1.247
H -0.063 2.707 -1.453
H -1.956 0.844 0.075
H -1.332 2.376 0.632
H -2.630 2.238 -0.544

***

Energetically preferred structure: arrangement b | next structure: +18.7 kJ/mol

***

Arrangement a

This record from OMol25 describes an isolated molecule of C6H7N. The level of theory is wB97M-V/def2-TZVPD.

Its SMILES is C=Cc1cc[nH]c1. The HOMO energy is -0.307 Eh. Its charge is 0. Its frontier orbital gap is 9.41 eV.

CARTESIAN COORDINATES (ANGSTROEM)
C 1.196 -1.486 -1.641
C 0.882 -0.210 -1.398
C 0.017 0.146 -0.253
C 0.583 0.761 0.919
C -0.431 0.813 1.843
N -1.611 0.641 1.158
C -1.340 0.189 -0.113
H 1.580 -1.812 -2.603
H 0.994 -2.294 -0.945
H 1.581 0.572 -1.694
H 1.631 0.841 1.098
H -0.444 1.366 2.768
H -2.493 0.557 1.632
H -2.144 -0.085 -0.772

***

Arrangement b

This record from OMol25 describes a 2-piece molecular cluster, C6H7N overall. The level of theory is wB97M-V/def2-TZVPD.

Its SMILES is C#CC(=C)C.C#N. The HOMO energy is -0.324 Eh. Its charge is 0. Its frontier orbital gap is 8.93 eV.

CARTESIAN COORDINATES (ANGSTROEM)
C 0.945 -1.917 -0.605
C -0.026 -1.171 -0.432
C -0.826 -0.056 -0.377
C -0.085 1.077 -0.348
C -2.174 0.006 0.135
H 1.605 -2.463 0.083
H 0.835 1.244 -0.941
H -0.520 2.011 -0.022
H -2.464 0.348 1.208
H -2.556 -1.021 0.032
H -2.668 0.602 -0.636
C 2.383 0.348 0.655
N 2.749 1.130 -0.111
H 2.801 -0.139 1.361

***

Energetically preferred structure: arrangement a | next structure: +419.5 kJ/mol

***

Arrangement a

This record from OMol25 describes C6H7N as an isolated structure. The level of theory is wB97M-V/def2-TZVPD.

The HOMO energy is -0.292 Eh. Its charge is 0. Its frontier orbital gap is 8.61 eV.

CARTESIAN COORDINATES (ANGSTROEM)
N -0.981 0.854 -1.954
C -0.379 0.576 -0.920
C -0.097 0.855 0.514
C 1.284 0.212 0.528
C 0.857 -0.991 -0.300
C -0.506 -1.299 -0.318
C -1.061 -0.334 0.772
H -0.242 1.814 1.017
H 2.028 0.810 -0.011
H 1.652 -0.002 1.535
H 1.614 -1.615 -0.789
H -1.108 -0.045 -2.424
H -2.104 -0.072 0.577
H -0.958 -0.762 1.773

***

Arrangement b

This record from OMol25 describes C6H7N as an isolated structure. The level of theory is wB97M-V/def2-TZVPD.

The HOMO energy is -0.281 Eh. Its charge is 0. Its frontier orbital gap is 8.74 eV.

CARTESIAN COORDINATES (ANGSTROEM)
C 1.183 -0.351 -0.589
C -0.039 -1.120 -0.448
C -1.196 -0.221 -0.211
C -0.795 -0.548 1.175
N -0.249 0.688 1.514
C 0.911 0.966 -0.011
C -0.536 1.143 0.153
H 1.147 0.328 -1.507
H 2.165 -0.819 -0.495
H -0.139 -2.158 -0.763
H -2.155 -0.343 -0.699
H -0.942 -1.378 1.856
H 1.672 1.741 0.024
H -1.021 2.102 -0.001

***

Energetically preferred structure: arrangement b | next structure: +38.4 kJ/mol

***

Arrangement a

This record from OMol25 describes a 2-piece molecular cluster, C5H11NO overall. The level of theory is wB97M-V/def2-TZVPD.

The HOMO energy (alpha / beta) is 0.036 / -0.073 Eh. Its charge is -1. The multiplicity is 2. Its frontier orbital gap (alpha / beta) is 1.72 / 4.68 eV. Its expectation value of S² is 0.767.

CARTESIAN COORDINATES (ANGSTROEM)
N 2.954 0.816 -1.319
C 2.266 0.975 -0.097
C 0.933 0.505 -0.036
C -0.024 1.105 0.944
C -0.500 0.355 1.956
C -1.375 0.891 3.055
H 3.804 1.357 -1.440
H 2.327 0.976 -2.101
H 2.665 1.368 0.835
H 0.462 -0.383 -0.459
H -0.538 2.040 0.736
H -0.086 -0.621 2.198
H -1.206 0.432 4.044
H -1.012 1.924 3.241
H -2.446 0.884 2.810
H -2.702 -4.806 -5.274
H -3.143 -3.631 -4.489
O -2.380 -4.188 -4.604

***

Arrangement b

This record from OMol25 describes an isolated ion of composition C5H11NO and charge -1. The level of theory is wB97M-V/def2-TZVPD.

The HOMO energy (alpha / beta) is 0.017 / -0.113 Eh. Its charge is -1. The multiplicity is 2. Its frontier orbital gap (alpha / beta) is 3.27 / 6.75 eV. Its expectation value of S² is 0.753.

CARTESIAN COORDINATES (ANGSTROEM)
C -0.747 -0.845 2.236
O -2.123 -0.825 1.831
C 0.171 -0.203 1.198
C -0.127 -0.755 -0.231
C 0.750 -0.085 -1.268
C 0.905 1.970 -2.374
N 0.629 1.312 -1.240
H -0.504 -1.901 2.374
H -0.659 -0.318 3.195
H -2.202 0.056 1.445
H 1.240 -0.270 1.365
H -0.274 0.795 1.180
H -1.186 -0.627 -0.417
H 0.044 -1.834 -0.086
H 0.408 -0.540 -2.239
H 1.826 -0.376 -1.198
H 1.102 3.033 -2.448
H 0.748 1.413 -3.322

***

Arrangement c

This record from OMol25 describes an isolated ion of composition C5H11NO and charge -1. The level of theory is wB97M-V/def2-TZVPD.

The HOMO energy (alpha / beta) is 0.030 / -0.123 Eh. Its charge is -1. The multiplicity is 2. Its frontier orbital gap (alpha / beta) is 3.46 / 7.41 eV. Its expectation value of S² is 0.754.

CARTESIAN COORDINATES (ANGSTROEM)
C -1.184 0.360 -0.942
C -1.945 -0.578 -1.837
C -0.044 -0.474 -0.262
N 0.744 0.217 0.694
C 0.733 -0.382 2.041
C 1.866 1.077 0.468
O 0.013 -1.731 -0.441
H -0.588 1.190 -1.537
H -1.847 1.001 -0.365
H -2.311 -1.451 -1.240
H -1.323 -1.039 -2.595
H -2.974 -0.396 -2.219
H 1.728 -0.213 2.444
H 0.573 -1.477 1.959
H -0.114 -0.116 2.698
H 2.171 1.183 -0.559
H 2.822 0.706 0.923
H 1.680 2.123 0.769

***

Arrangement d

This record from OMol25 describes a 2-piece molecular cluster, C5H11NO overall. The level of theory is wB97M-V/def2-TZVPD.

The HOMO energy (alpha / beta) is 0.035 / -0.173 Eh. Its charge is -1. The multiplicity is 2. Its frontier orbital gap (alpha / beta) is 2.88 / 8.45 eV. Its expectation value of S² is 0.751.

CARTESIAN COORDINATES (ANGSTROEM)
C 0.274 -1.375 -1.051
C -0.230 -1.257 0.175
N -1.568 -1.271 0.546
C 1.678 -0.922 -1.435
C 2.107 0.377 -0.821
C 2.443 0.547 0.473
H -0.384 -1.702 -1.848
H 0.406 -0.971 1.002
H -1.778 -0.616 1.286
H -2.209 -1.155 -0.220
H 1.700 -0.829 -2.516
H 2.423 -1.698 -1.199
H 2.057 1.256 -1.434
H 2.121 1.331 1.140
H 2.828 -0.320 1.017
H -2.583 3.187 1.388
H -3.799 2.737 0.700
O -3.512 2.980 1.599

***

Energetically preferred structure: arrangement b | next structure: +17.8 kJ/mol